The following is a quantum chemistry calculation of a molecular structure, C25H30BrN6OS2V, from OMol25.

Each line ends with the Löwdin spin population.
Geometry (Å):
V -0.071 0.269 0.067  1.972
C 2.965 0.739 0.469  0.004
C 2.290 0.877 1.813  0.003
N 0.959 1.447 1.559  -0.015
C 0.162 1.595 2.787  0.004
C -0.444 0.265 3.092  0.007
C -0.906 -0.145 4.328  -0.001
C -1.408 -1.431 4.451  0.008
C -1.404 -2.281 3.353  -0.001
C -0.935 -1.795 2.149  0.005
C -0.873 -2.594 0.882  0.002
N 0.079 -1.941 -0.037  -0.006
C 1.488 -2.287 0.253  0.004
C 2.382 -1.441 -0.628  0.002
N 2.069 -0.002 -0.459  0.000
N -0.491 -0.540 2.026  -0.008
H 3.933 0.244 0.550  0.000
H 3.128 1.732 0.046  0.000
H 2.867 1.533 2.471  -0.001
H 2.186 -0.088 2.315  0.000
H 1.114 2.411 1.198  0.002
H -0.612 2.344 2.602  0.001
H 0.768 1.959 3.620  0.000
H -0.861 0.524 5.177  0.000
H -1.776 -1.780 5.407  0.000
H -1.751 -3.302 3.435  0.000
H -1.853 -2.607 0.403  0.000
H -0.592 -3.630 1.086  0.000
H -0.136 -2.242 -0.983  0.001
H 1.673 -3.351 0.088  0.000
H 1.670 -2.079 1.309  0.000
H 2.222 -1.709 -1.674  0.000
H 3.433 -1.639 -0.408  0.000
H 2.145 0.465 -1.356  0.001
Br -6.097 0.715 4.447  0.000
C -4.930 0.529 2.985  0.000
C -4.950 -0.637 2.235  0.001
C -4.072 -0.784 1.169  0.000
C -3.181 0.236 0.875  0.003
C -3.178 1.416 1.608  0.001
C -4.062 1.566 2.662  0.000
N -2.235 0.103 -0.196  -0.002
C -2.698 -0.047 -1.371  0.013
C -1.786 -0.117 -2.510  0.001
C -2.278 -0.124 -3.802  0.003
C -1.380 -0.100 -4.860  0.001
C -0.029 -0.078 -4.571  0.002
C 0.375 -0.084 -3.243  0.002
N -0.469 -0.105 -2.214  -0.002
H -5.648 -1.425 2.480  0.000
H -4.092 -1.692 0.577  0.000
H -2.517 2.224 1.318  0.001
H -4.089 2.487 3.229  0.000
H -3.771 -0.084 -1.553  0.000
H -3.346 -0.131 -3.974  0.000
H -1.730 -0.091 -5.883  0.000
H 0.717 -0.052 -5.352  0.000
H 1.434 -0.070 -3.025  0.000
C -0.773 6.311 -0.548  0.000
O -0.917 4.909 -0.871  0.000
C -0.096 4.034 -0.335  0.003
S 1.078 4.450 0.750  0.004
S -0.423 2.472 -1.083  -0.013
H -1.541 6.806 -1.130  0.000
H 0.220 6.652 -0.834  0.000
H -0.924 6.462 0.519  0.000

Force components x, y, z for each atom (eV/Å):
0.43 0.15 -0.35
0.02 -0.02 0.02
0.06 -0.04 0.05
-0.25 0.02 0.02
0.07 0.14 -0.01
-0.06 -0.06 0.10
0.01 0.02 -0.04
-0.01 0.00 0.03
0.03 0.01 -0.05
-0.04 -0.03 0.12
0.00 -0.06 -0.06
-0.03 0.04 -0.03
-0.02 -0.04 0.04
0.07 0.01 -0.03
-0.19 0.06 0.08
-0.03 -0.07 -0.24
0.01 0.02 0.01
-0.01 0.02 0.02
0.02 -0.01 -0.01
0.00 0.00 -0.01
-0.04 -0.01 -0.04
0.00 -0.01 0.01
0.00 0.00 -0.01
0.00 0.00 0.00
0.00 0.00 0.00
0.00 0.00 -0.01
-0.01 0.00 0.02
0.00 0.00 0.00
0.04 0.01 -0.01
0.02 0.01 0.00
0.01 0.00 -0.01
-0.02 -0.02 0.01
0.00 -0.01 0.00
0.06 -0.02 -0.01
0.00 0.00 0.00
0.01 0.02 -0.01
-0.01 -0.04 0.00
-0.04 0.08 0.07
0.03 0.03 -0.01
-0.05 -0.05 0.03
-0.01 -0.01 0.02
-0.09 0.11 0.14
-0.01 -0.08 0.06
0.02 -0.01 -0.01
0.05 -0.02 -0.04
-0.01 0.00 0.02
0.02 -0.01 0.02
0.03 -0.03 0.00
-0.12 -0.01 0.04
0.00 0.00 0.00
0.03 -0.01 0.00
0.01 0.00 -0.01
0.00 0.00 0.00
0.00 0.03 -0.01
0.00 0.01 0.02
0.00 0.00 0.00
-0.01 -0.01 -0.01
0.00 0.03 0.00
0.00 -0.05 -0.01
0.00 0.02 0.02
-0.09 -0.07 -0.27
0.08 -0.08 0.11
0.08 -0.03 0.24
0.00 0.02 0.01
-0.01 0.01 0.00
-0.01 0.02 -0.01

Results
HOMO (spin up / spin down): -13.382 / -13.462 eV
multiplicity: 3
largest force on an atom: 0.0111 Eh/bohr
charge: +2